{"formula": "C43H65CsN10O4SSi", "method": "the ωB97M-V functional and the def2-TZVPD basis", "total_charge": 0, "total_energy_ev": -87994.2647, "de_lowest_kj_mol": 0.00, "fmax_ev_per_a": 0.8, "lumo_energy_ev": -0.83, "homo_lumo_gap_ev": 4.61, "species": ["Cs", "C", "N", "C", "C", "N", "C", "C", "C", "C", "C", "C", "N", "C", "N", "C", "C", "N", "C", "C", "N", "C", "C", "H", "H", "H", "H", "H", "H", "H", "H", "H", "H", "H", "H", "H", "H", "H", "H", "H", "H", "H", "H", "H", "H", "H", "H", "H", "H", "H", "H", "C", "Si", "C", "N", "C", "C", "C", "C", "C", "C", "C", "C", "C", "C", "C", "C", "C", "C", "C", "C", "C", "H", "H", "H", "H", "H", "H", "H", "H", "H", "H", "H", "H", "H", "H", "H", "H", "H", "H", "H", "H", "H", "H", "H", "H", "C", "C", "S", "O", "O", "C", "C", "N", "C", "N", "C", "C", "N", "O", "O", "C", "H", "H", "H", "H", "H", "H", "H", "H", "H", "H", "H", "H", "H"], "positions_angstrom": [[-0.2961, -0.1007, -0.0253], [1.4356, 2.5325, -1.9161], [1.0885, 2.5272, -3.3251], [2.1960, 2.9403, -4.1760], [0.1837, 1.5795, -3.7805], [-0.1750, 0.6273, -2.9895], [-1.3854, -0.0735, -3.1853], [-2.5620, 0.5938, -3.5405], [-3.7591, -0.0782, -3.7169], [-3.8006, -1.4531, -3.5217], [-2.6605, -2.1203, -3.1090], [-1.4439, -1.4580, -2.9074], [-0.3773, -2.1226, -2.2882], [0.0111, -3.2980, -2.6779], [-0.0011, -3.7328, -3.9836], [-0.2746, -5.1066, -4.3479], [0.0668, -2.7861, -5.0679], [0.4901, -4.2004, -1.7703], [0.1561, -4.0079, -0.3673], [1.7572, -4.8745, -2.0011], [-0.2149, 1.7754, -5.0919], [-0.5481, 3.0908, -5.5910], [-0.6791, 0.6955, -5.9326], [1.8751, 3.5021, -1.6760], [2.1590, 1.7471, -1.6634], [0.5529, 2.4001, -1.2960], [2.3777, 4.0116, -4.0656], [1.9819, 2.7237, -5.2176], [3.1125, 2.4095, -3.8960], [-2.5257, 1.6687, -3.6931], [-4.6493, 0.4697, -3.9970], [-4.7260, -1.9985, -3.6543], [-2.7031, -3.1816, -2.8901], [-0.4557, -5.6958, -3.4534], [0.5592, -5.5516, -4.8995], [-1.1649, -5.1537, -4.9833], [0.5784, -1.8910, -4.7188], [-0.9212, -2.5063, -5.4504], [0.6463, -3.2215, -5.8856], [-0.9094, -3.8162, -0.2571], [0.6861, -3.1833, 0.1096], [0.4102, -4.9222, 0.1695], [1.9799, -4.9176, -3.0637], [1.7216, -5.8915, -1.6075], [2.5712, -4.3413, -1.4975], [-0.1691, 3.8494, -4.9120], [-1.6353, 3.2067, -5.6817], [-0.0982, 3.2548, -6.5752], [-0.3365, -0.2535, -5.5415], [-0.2678, 0.8311, -6.9366], [-1.7708, 0.6617, -6.0023], [0.2161, -2.0623, 2.4648], [1.7369, -1.7814, 3.3473], [1.5885, -0.1760, 4.3582], [1.0047, 0.9345, 3.5993], [0.3886, 1.9607, 4.4318], [1.3982, 2.8259, 5.1873], [2.3519, 3.4863, 4.1949], [2.9934, 2.4339, 3.2921], [1.9286, 1.5366, 2.6505], [2.3520, -3.0638, 4.6195], [1.5853, -3.2861, 5.7696], [1.9445, -4.2296, 6.7201], [3.0869, -4.9987, 6.5359], [3.8567, -4.8117, 5.3986], [3.4923, -3.8534, 4.4583], [3.2825, -1.5356, 2.2377], [4.5260, -1.1650, 2.7621], [5.6054, -0.8665, 1.9414], [5.4729, -0.9404, 0.5597], [4.2552, -1.3156, 0.0113], [3.1828, -1.6028, 0.8491], [-0.6170, -1.5542, 2.9659], [-0.0456, -3.1058, 2.2719], [2.5388, 0.0856, 4.8534], [0.8935, -0.4251, 5.1676], [-0.3024, 1.4735, 5.1222], [-0.2094, 2.6071, 3.7750], [1.9661, 2.2016, 5.8841], [0.8740, 3.5770, 5.7841], [3.1178, 4.0696, 4.7111], [1.7795, 4.1968, 3.5839], [3.6787, 1.8166, 3.8807], [3.5964, 2.9032, 2.5087], [2.4060, 0.7519, 2.0633], [1.3252, 2.1431, 1.9619], [0.6723, -2.7170, 5.9169], [1.3315, -4.3723, 7.6021], [3.3702, -5.7410, 7.2721], [4.7453, -5.4119, 5.2419], [4.1136, -3.7230, 3.5794], [4.6530, -1.1035, 3.8389], [6.5535, -0.5754, 2.3777], [6.3151, -0.7088, -0.0810], [4.1401, -1.3811, -1.0654], [2.2216, -1.8752, 0.4279], [-3.4144, 6.4168, -6.6617], [-2.3272, 6.2744, -5.6042], [-3.0471, 5.7187, -4.0810], [-3.9185, 6.7617, -3.5967], [-3.5675, 4.3834, -4.2673], [-1.6819, 5.5932, -2.9452], [-2.2429, 5.6000, -1.5235], [-1.3440, 4.9474, -0.5755], [-1.5741, 3.7339, -0.0110], [-0.6102, 3.3826, 0.8240], [0.2927, 4.3961, 0.8066], [-0.1452, 5.3730, -0.0368], [0.4984, 6.6100, -0.3491], [-0.0558, 7.3584, -1.1431], [1.5612, 6.8280, 0.1889], [-2.7802, 2.9072, -0.2964], [-2.9694, 6.7590, -7.5947], [-4.1628, 7.1431, -6.3500], [-3.9072, 5.4624, -6.8404], [-1.8412, 7.2241, -5.3792], [-1.5755, 5.5401, -5.8892], [-1.0078, 6.4340, -3.0922], [-1.1708, 4.6565, -3.1693], [-3.1767, 5.0445, -1.4807], [-2.4465, 6.6173, -1.2061], [1.1971, 4.3933, 1.3918], [-3.6968, 3.4219, -0.0039], [-2.7106, 1.9936, 0.2887], [-2.8601, 2.6474, -1.3543]]}



{"formula": "C5H11N", "method": "the ωB97M-V functional and the def2-TZVPD basis", "total_charge": 0, "total_energy_ev": -6852.2747, "de_lowest_kj_mol": 120.98, "fmax_ev_per_a": 0.2, "lumo_energy_ev": 1.18, "homo_lumo_gap_ev": 9.56, "smiles": "C=CCN(C)C", "species": ["C", "C", "C", "N", "C", "C", "H", "H", "H", "H", "H", "H", "H", "H", "H", "H", "H"], "positions_angstrom": [[-2.2926, 0.9913, 0.8699], [-1.1961, 1.2306, 0.1609], [0.1849, 0.7479, 0.5073], [0.5939, -0.2123, -0.5019], [-0.0599, -1.4933, -0.3323], [2.0111, -0.2832, -0.7729], [-3.2708, 1.3058, 0.5177], [-2.2484, 0.4611, 1.8201], [-1.2627, 1.7310, -0.8050], [0.2013, 0.3243, 1.5321], [0.8866, 1.5920, 0.4983], [0.4216, -2.2460, -0.9632], [-0.0334, -1.8578, 0.7130], [-1.1133, -1.4242, -0.6266], [2.1638, -0.8283, -1.7115], [2.6151, -0.7698, 0.0147], [2.3989, 0.7310, -0.9208]]}